No. 1
A cluster of 6 separate species, C18H47BFN2O11S6 in total, computed with ωB97M-V/def2-TZVPD.

XYZ file:
```
86
Properties=species:S:1:pos:R:3
O -3.544 2.734 -0.590
C -3.100 2.555 0.504
O -3.834 2.246 1.569
C -1.627 2.610 0.794
C -1.064 1.186 0.736
C 0.371 1.068 1.247
N 1.415 1.065 0.155
C 1.353 2.292 -0.729
C 0.506 2.125 -1.971
N 0.653 0.844 -2.697
C 1.589 -0.137 -2.107
B 3.101 0.070 -2.634
O 3.745 1.201 -2.281
O 3.700 -0.856 -3.447
C 1.442 -0.231 -0.591
S 2.688 -1.243 0.210
O 2.107 -1.750 1.403
O 3.919 -0.543 0.271
F 2.784 -2.375 -0.840
H -4.684 1.876 1.266
H -1.422 3.034 1.777
H -1.181 3.269 0.054
H -1.129 0.777 -0.275
H -1.703 0.545 1.343
H 0.522 0.180 1.853
H 0.598 1.935 1.865
H 2.306 1.130 0.657
H 2.377 2.562 -0.971
H 0.966 3.100 -0.119
H -0.543 2.253 -1.709
H 0.758 2.955 -2.625
H 1.048 1.089 -3.596
H 1.265 -1.125 -2.451
H 4.690 1.166 -2.567
H 3.084 -1.522 -3.774
H 0.514 -0.761 -0.374
C -5.608 -1.390 4.699
S -5.547 0.325 4.195
O -5.587 0.338 2.703
C -3.840 0.615 4.671
H -6.592 -1.780 4.452
H -4.841 -1.956 4.168
H -5.458 -1.460 5.776
H -3.193 -0.087 4.143
H -3.743 0.492 5.749
H -3.590 1.636 4.391
C 7.420 -0.025 -5.094
S 7.258 0.243 -3.332
O 6.280 1.367 -3.167
C 8.877 0.957 -3.069
H 6.474 -0.425 -5.453
H 7.635 0.922 -5.587
H 8.217 -0.745 -5.274
H 8.993 1.838 -3.699
H 9.635 0.211 -3.303
H 8.949 1.237 -2.021
C 2.318 7.279 -1.456
S 0.872 6.609 -0.640
O 1.045 5.120 -0.631
C -0.300 6.975 -1.943
H 3.175 7.102 -0.811
H 2.462 6.777 -2.413
H 2.181 8.350 -1.600
H 0.021 6.494 -2.867
H -0.364 8.054 -2.073
H -1.269 6.585 -1.639
C 1.685 -7.409 -1.629
S 1.811 -5.628 -1.815
O 1.953 -5.345 -3.266
C 3.461 -5.525 -1.100
H 0.742 -7.723 -2.072
H 2.515 -7.885 -2.150
H 1.696 -7.665 -0.570
H 4.136 -6.164 -1.668
H 3.424 -5.838 -0.056
H 3.799 -4.496 -1.161
C -10.345 -3.910 4.937
S -8.892 -4.631 5.706
O -8.180 -3.530 6.408
C -8.000 -4.935 4.176
H -11.023 -3.609 5.733
H -10.053 -3.040 4.349
H -10.829 -4.656 4.306
H -7.870 -3.996 3.636
H -8.554 -5.651 3.569
H -7.030 -5.351 4.438
```

LUMO   -1.968 eV
Kohn-Sham gap   8.4 eV
Net charge   +1
Total energy   -4164.787065 Ha
Molar mass   689.79 g mol⁻¹

***

No. 2
A cluster of 10 separate species, C18H47BrF5NO10 in total, computed with ωB97M-V/def2-TZVPD.

XYZ file:
```
82
Properties=species:S:1:pos:R:3
O -2.140 -3.195 1.528
C -0.987 -3.207 1.084
C 0.104 -2.010 1.027
C 1.079 -2.257 -0.239
C 2.630 -1.891 -0.090
C 2.937 -0.603 0.805
C 3.043 -0.884 2.373
Br 3.967 0.680 3.238
C 0.482 -1.997 -1.695
F 1.330 -2.491 -2.734
F -0.762 -2.668 -1.907
C 0.214 -0.454 -2.044
F 0.345 0.425 -0.970
F 0.988 -0.071 -3.167
F -1.129 -0.325 -2.485
C 1.096 -3.884 -0.116
N -0.237 -4.301 0.451
H 0.803 -2.346 1.880
H -0.268 -0.957 1.213
H 3.036 -1.657 -1.142
H 3.282 -2.737 0.301
H 3.972 -0.221 0.479
H 2.226 0.267 0.659
H 1.991 -0.866 2.829
H 3.551 -1.858 2.652
H 1.787 -4.196 0.749
H 1.409 -4.466 -1.051
H -0.832 -4.845 -0.189
C 3.898 -0.805 -5.094
O 3.959 -0.263 -3.779
H 4.869 -0.677 -5.572
H 3.658 -1.870 -5.044
H 3.137 -0.279 -5.675
H 3.089 -0.389 -3.379
C 7.264 1.287 -4.153
O 5.895 1.655 -4.203
H 7.870 2.143 -4.450
H 7.531 0.993 -3.134
H 7.450 0.457 -4.841
H 5.378 0.879 -3.935
C 0.539 2.841 4.240
O 0.921 1.473 4.259
H -0.463 2.920 3.823
H 0.539 3.237 5.259
H 1.236 3.410 3.618
H 1.812 1.428 4.633
C -4.503 -2.509 4.225
O -3.746 -1.615 3.426
H -4.927 -1.958 5.065
H -5.314 -2.940 3.631
H -3.856 -3.304 4.605
H -3.382 -2.127 2.690
C -0.638 -0.459 -5.921
O -2.013 -0.134 -5.785
H -0.349 -0.337 -6.965
H -0.039 0.211 -5.300
H -0.473 -1.497 -5.619
H -2.242 -0.249 -4.856
C -4.122 -2.122 -3.282
O -3.769 -3.497 -3.263
H -5.127 -2.022 -3.690
H -4.104 -1.722 -2.264
H -3.419 -1.571 -3.912
H -2.879 -3.557 -2.898
C -3.024 2.176 6.332
O -2.584 2.550 5.034
H -3.037 3.063 6.967
H -4.032 1.758 6.275
H -2.338 1.439 6.756
H -2.581 1.750 4.494
C -1.139 3.614 -0.397
O -1.237 2.317 0.176
H -1.576 4.336 0.293
H -0.089 3.866 -0.566
H -1.686 3.642 -1.343
H -0.844 1.697 -0.452
C -3.996 5.682 3.778
O -3.557 6.060 2.480
H -4.011 6.567 4.416
H -5.004 5.263 3.718
H -3.309 4.944 4.199
H -3.553 5.262 1.938
```

Relative energy (zero: lowest compared OMol25 entry of this formula, charge and spin)   0.0 kJ/mol
LUMO   0.026 eV
Kohn-Sham gap   10.0 eV
Total energy   -4594.312097 Ha
Molar mass   612.47 g mol⁻¹
SMILES   O=C1C[C@](CCCBr)(C(F)(F)C(F)(F)F)CN1.CO.CO.CO.CO.CO.CO.CO.CO.CO

***

No. 3
A structure of composition C18H47ClGaN4O3Si4, computed with ωB97M-V/def2-TZVPD.

XYZ file:
```
78
Properties=species:S:1:pos:R:3
Ga -0.654 1.387 -0.077
C -5.560 3.783 -0.625
O -4.285 3.279 -1.011
C -3.843 2.130 -0.535
O -2.745 1.701 -0.900
N -4.613 1.405 0.291
N -4.141 0.214 0.855
H -5.662 4.731 -1.146
H -5.603 3.961 0.451
H -6.361 3.109 -0.940
H -5.488 1.723 0.678
H -3.755 -0.367 0.112
H -3.379 0.416 1.506
C 3.289 -0.960 0.380
N 3.734 0.402 0.210
C 5.173 0.575 0.302
C 5.621 1.763 -0.530
C 4.778 2.959 -0.117
N 3.368 2.643 -0.246
C 2.511 3.764 -0.555
C 2.866 1.413 -0.024
O 1.628 1.200 -0.055
H 3.688 -1.583 -0.425
H 2.205 -0.994 0.352
H 3.641 -1.349 1.337
H 5.646 -0.342 -0.057
H 5.461 0.713 1.352
H 5.465 1.560 -1.590
H 6.678 1.969 -0.369
H 4.981 3.820 -0.758
H 5.003 3.242 0.920
H 2.849 4.231 -1.482
H 2.550 4.501 0.250
H 1.484 3.422 -0.671
Cl -2.051 2.732 2.007
C -0.842 3.335 0.814
H -0.020 3.730 1.419
H -1.329 4.160 0.287
C 1.331 0.355 2.964
Si 0.192 -1.076 2.387
C 0.913 -2.775 2.905
C -1.397 -0.736 3.408
Si -0.451 -1.127 -0.020
Si -2.258 -2.790 -0.172
C -3.397 -3.017 1.347
C -1.273 -4.424 -0.317
C -3.442 -2.632 -1.677
Si 0.584 -1.176 -2.282
C 1.294 -2.908 -2.701
C -0.902 -0.767 -3.420
C 1.899 0.113 -2.819
H 1.221 0.531 4.032
H 1.035 1.272 2.458
H 2.383 0.192 2.764
H 1.303 -2.750 3.918
H 1.719 -3.099 2.254
H 0.143 -3.540 2.883
H -1.235 -0.932 4.464
H -2.243 -1.336 3.099
H -1.681 0.310 3.320
H -2.819 -3.187 2.248
H -4.016 -3.899 1.206
H -4.064 -2.180 1.525
H -0.575 -4.540 0.507
H -0.702 -4.480 -1.238
H -1.935 -5.285 -0.296
H -3.607 -1.602 -1.984
H -4.416 -3.063 -1.453
H -3.047 -3.169 -2.534
H 0.503 -3.582 -3.010
H 1.804 -3.363 -1.858
H 2.004 -2.857 -3.520
H -1.602 -1.589 -3.504
H -0.573 -0.525 -4.427
H -1.447 0.096 -3.041
H 2.860 -0.019 -2.334
H 1.547 1.116 -2.592
H 2.063 0.061 -3.894
```

Relative energy (zero: lowest compared OMol25 entry of this formula, charge and spin)   155.9 kJ/mol
LUMO   -2.732 eV
Kohn-Sham gap   8.1 eV
Net charge   +1
Total energy   -4701.627824 Ha
Molar mass   585.12 g mol⁻¹

***

No. 4
A cluster of 3 separate species, C18H47FN7O2P2 in total, computed with ωB97M-V/def2-TZVPD.

XYZ file:
```
77
Properties=species:S:1:pos:R:3
C 1.415 -0.719 4.467
C 1.450 0.197 3.463
C 0.173 0.907 2.954
C -0.503 -0.151 2.036
C -1.741 -0.755 2.891
C -1.798 0.177 4.143
F -1.524 -0.610 5.227
N -0.837 1.276 3.970
H 1.680 -1.757 4.267
H 1.088 -0.475 5.479
H 2.395 0.463 2.992
H 0.603 1.766 2.428
H -0.735 0.249 1.050
H 0.219 -0.961 1.969
H -2.728 -0.659 2.439
H -1.500 -1.780 3.159
H -2.787 0.584 4.366
H -0.430 1.554 4.872
H -1.270 2.136 3.621
O 2.317 2.593 -0.190
P 3.194 3.571 -0.961
N 2.908 4.945 0.027
C 2.241 6.197 -0.245
C 3.374 4.854 1.404
N 2.266 3.499 -2.420
C 1.529 4.617 -2.973
C 1.468 2.289 -2.608
N 4.476 4.325 -1.803
C 5.173 5.539 -1.420
C 4.820 3.916 -3.166
H 2.904 7.048 -0.038
H 1.349 6.311 0.382
H 1.927 6.324 -1.275
H 4.470 4.814 1.455
H 2.987 3.955 1.896
H 3.052 5.710 1.997
H 0.659 4.881 -2.358
H 1.165 4.374 -3.973
H 2.169 5.491 -3.114
H 0.528 2.320 -2.041
H 2.021 1.401 -2.310
H 1.223 2.161 -3.666
H 4.670 6.419 -1.830
H 6.197 5.537 -1.802
H 5.273 5.649 -0.344
H 4.338 4.565 -3.903
H 4.528 2.890 -3.365
H 5.899 3.967 -3.332
O -2.411 -5.929 -2.721
P -2.311 -5.256 -1.367
N -3.845 -5.725 -0.770
C -5.018 -4.952 -0.438
C -4.052 -7.158 -0.588
N -2.200 -3.645 -1.997
C -3.200 -2.620 -1.789
C -1.709 -3.534 -3.373
N -1.783 -4.690 0.171
C -2.412 -4.945 1.450
C -0.761 -3.658 0.269
H -5.329 -5.136 0.601
H -5.859 -5.219 -1.088
H -4.884 -3.878 -0.511
H -3.412 -7.556 0.210
H -3.824 -7.710 -1.504
H -5.083 -7.387 -0.323
H -4.131 -2.835 -2.326
H -2.831 -1.652 -2.141
H -3.407 -2.470 -0.724
H -2.492 -3.744 -4.110
H -0.878 -4.211 -3.549
H -1.332 -2.523 -3.555
H -3.173 -4.188 1.669
H -1.676 -4.917 2.259
H -2.861 -5.933 1.511
H -1.207 -2.662 0.381
H -0.108 -3.650 -0.597
H -0.107 -3.823 1.135
```

LUMO   -3.535 eV
Kohn-Sham gap   6.2 eV
Net charge   +1
Total energy   -2029.902036 Ha
Molar mass   474.57 g mol⁻¹

***

No. 5
A cluster of 3 separate species, C18H47N8O6P2 in total, computed with ωB97M-V/def2-TZVPD.

XYZ file:
```
81
Properties=species:S:1:pos:R:3
C 1.475 0.840 2.301
C 0.376 1.690 1.733
O 0.587 2.466 0.829
O -0.823 1.475 2.277
C -1.639 2.651 2.519
C -2.894 2.666 1.675
C -4.155 2.095 2.357
N -5.102 1.643 1.356
C -5.572 0.386 1.633
O -6.271 0.337 3.008
N -7.547 0.014 2.904
O -8.135 0.115 3.941
H 1.746 0.117 1.533
H 2.355 1.454 2.458
H 1.190 0.314 3.203
H -1.864 2.643 3.584
H -1.054 3.551 2.338
H -2.754 2.092 0.760
H -3.135 3.678 1.349
H -4.629 2.930 2.897
H -3.902 1.332 3.110
H -4.818 -0.422 1.559
H -6.334 0.152 0.888
O -4.955 -0.643 -1.933
P -4.584 0.056 -3.211
N -5.759 -0.666 -4.271
C -5.758 -2.101 -4.475
C -7.099 -0.188 -3.973
N -2.999 -0.589 -3.368
C -2.542 -1.397 -4.467
C -2.340 -0.973 -2.125
N -4.177 1.325 -4.389
C -4.211 2.676 -3.801
C -4.723 1.366 -5.735
H -6.519 -2.357 -5.218
H -5.967 -2.665 -3.556
H -4.809 -2.445 -4.880
H -7.111 0.906 -3.918
H -7.474 -0.573 -3.017
H -7.790 -0.479 -4.770
H -2.799 -2.458 -4.330
H -1.452 -1.332 -4.555
H -2.946 -1.058 -5.422
H -2.656 -1.964 -1.773
H -2.550 -0.258 -1.334
H -1.257 -0.986 -2.279
H -5.234 3.018 -3.608
H -3.723 3.393 -4.463
H -3.670 2.682 -2.851
H -5.779 1.663 -5.778
H -4.616 0.412 -6.241
H -4.141 2.102 -6.298
O 4.678 -0.242 2.756
P 5.886 -1.046 2.401
N 7.108 -0.428 3.447
C 7.566 0.942 3.287
C 6.805 -0.713 4.841
N 6.096 -0.601 0.768
C 7.322 -0.084 0.209
C 4.932 -0.032 0.092
N 6.678 -2.602 2.152
C 5.764 -3.743 2.330
C 7.982 -2.924 2.710
H 8.383 1.129 3.988
H 6.776 1.682 3.469
H 7.974 1.110 2.293
H 6.557 -1.772 4.969
H 5.956 -0.124 5.210
H 7.678 -0.508 5.465
H 7.416 0.999 0.361
H 7.351 -0.270 -0.868
H 8.202 -0.576 0.628
H 4.800 1.034 0.310
H 4.022 -0.546 0.385
H 5.046 -0.155 -0.987
H 5.509 -3.911 3.383
H 6.209 -4.655 1.931
H 4.835 -3.564 1.782
H 7.971 -3.100 3.794
H 8.710 -2.149 2.498
H 8.327 -3.839 2.222
```

Relative energy (zero: lowest compared OMol25 entry of this formula, charge and spin)   0.0 kJ/mol
LUMO   1.870 eV
Kohn-Sham gap   4.1 eV
Net charge   -1
Total energy   -2286.050490 Ha
Molar mass   533.57 g mol⁻¹

***

No. 6
A structure of composition C18H47NO4PbSi2, computed with ωB97M-V/def2-TZVPD.

XYZ file:
```
73
Properties=species:S:1:pos:R:3
O -0.771 1.617 -0.770
O 2.763 0.075 -2.418
C -1.772 1.128 -1.691
C -3.051 1.956 -1.740
H -1.999 0.103 -1.360
H -1.289 1.088 -2.685
H -3.512 2.084 -0.751
H -3.781 1.429 -2.364
H -2.896 2.942 -2.198
C -0.610 3.061 -0.766
C 0.098 3.578 -2.003
H -0.056 3.317 0.153
H -1.611 3.522 -0.688
H 1.046 3.051 -2.164
H 0.319 4.640 -1.853
H -0.522 3.489 -2.904
C 4.136 0.248 -1.992
C 2.598 0.003 -3.845
C 4.462 1.690 -1.660
H 4.809 -0.105 -2.794
H 4.244 -0.405 -1.113
H 4.407 2.321 -2.554
H 5.484 1.746 -1.281
H 3.790 2.081 -0.888
C 3.158 1.203 -4.596
H 1.516 -0.100 -4.011
H 3.105 -0.916 -4.190
H 2.772 2.152 -4.204
H 2.864 1.134 -5.648
H 4.254 1.212 -4.569
H 1.107 -0.539 -0.915
Pb -0.391 0.281 1.790
C 1.407 -1.311 -0.166
Si 1.774 -3.030 -0.899
H 2.278 -0.926 0.385
H 0.606 -1.557 0.556
C 0.692 -3.370 -2.397
C 1.416 -4.411 0.339
C 3.551 -3.380 -1.409
C -2.647 -0.218 1.553
Si -3.455 -1.084 3.005
H -2.622 -0.851 0.654
H -3.133 0.722 1.245
C -2.696 -2.795 3.203
C -5.328 -1.225 2.872
C -3.139 -0.239 4.657
H 3.543 -4.357 -1.921
H 4.213 -3.465 -0.534
H 3.957 -2.631 -2.102
H -0.367 -3.446 -2.106
H 0.999 -4.332 -2.839
H 0.800 -2.584 -3.160
H 0.495 -4.253 0.917
H 2.256 -4.540 1.037
H 1.304 -5.349 -0.227
H -5.652 -1.452 1.848
H -5.810 -0.285 3.176
H -5.695 -2.024 3.534
H -3.650 0.731 4.716
H -2.071 -0.085 4.866
H -3.550 -0.879 5.455
H -3.272 -3.358 3.950
H -1.657 -2.735 3.556
H -2.710 -3.360 2.262
N -1.498 2.466 2.638
C -0.998 2.738 4.003
C 0.410 2.163 4.139
O 1.329 2.926 4.434
O 0.482 0.879 3.871
H -1.128 3.158 1.985
H -2.517 2.615 2.630
H -0.967 3.815 4.197
H -1.624 2.234 4.750
```

LUMO   0.264 eV
Kohn-Sham gap   7.8 eV
Total energy   -1841.583312 Ha
Molar mass   604.95 g mol⁻¹

***

Question: What is the LUMO in the third record?
Answer: -2.732 eV

***

Question: Which formula does entry 5 have?
Answer: C18H47N8O6P2